ORCA calculation (the ωB97M-V functional and the def2-TZVPD basis) on an isolated molecule of C2H7N7 at a distorted geometry.

The geometry in ORCA input format:
```
! wB97M-V def2-TZVPD RIJCOSX def2/J DEFGRID3
* xyz 0 1
N -2.19320 -0.39953 0.09463
N -1.84406 0.21645 1.24121
N -0.36715 0.89533 1.20195
C 0.43247 0.06886 0.57927
N 0.52442 -1.21820 0.85696
C 1.26676 -1.74709 -0.10682
N 1.70162 -0.83268 -0.97848
N 1.13995 0.32897 -0.53511
N 1.05739 1.55681 -1.19484
H -1.70684 -1.34702 -0.02038
H -1.94923 0.16210 -0.72765
H -1.84943 -0.37327 2.04582
H -0.49329 1.90099 0.76992
H 1.37874 -2.73897 -0.17328
H 1.10366 1.36727 -2.14912
H 1.79820 2.15997 -0.90410
*
```

Summary:
ΔE to the lowest compared entry with this formula, charge and spin (kJ/mol): 32.0
LUMO level (hartree): 0.02879
Orbital gap (eV): 9.203
Energy (hartree): -463.5732
Molecular weight (Da): 129.1
E_HOMO (eV): -8.4193
Structure (SMILES): NNNc1ncnn1N